1.
DFT (ωB97M-V/def2-TZVPD) results for a cluster of 2 separate species, C3H2INO2 in total in a non-equilibrium geometry.

Last column: natural (NBO) charge in e.
Positions of all 9 atoms, in Å:
C 0.107 -1.445 -1.468  0.86
C 0.443 1.142 0.975  0.53
C -0.604 0.876 1.682  -0.48
N 0.770 -1.416 -2.453  -0.76
O -0.346 -1.509 -0.405  -0.53
O 1.371 1.411 0.332  -0.42
I -1.201 2.275 3.145  0.11
H -1.177 -0.027 1.624  0.25
H 0.637 -1.308 -3.432  0.43

The relative energy (zero: lowest compared OMol25 entry of this formula, charge and spin) is 0.000 eV. The charge is 0. As for the multiplicity: 3. Its gap between HOMO and LUMO (spin up / spin down) is 6.749 / 7.197 eV. As for the expectation value of S²: 2.014.


2.
DFT (ωB97M-V/def2-TZVPD) results for an isolated molecule of C4H6N2OS in a non-equilibrium geometry.

Last column: natural (NBO) charge in e.
Positions of all 14 atoms, in Å:
C 0.028 -1.497 -2.291  -0.28
C -0.256 0.529 0.422  0.28
C 0.710 -0.030 1.375  -0.08
C 1.472 -0.837 2.027  -0.16
H 0.295 -2.690 -2.322  0.20
H -1.190 -1.199 -2.476  0.21
H 0.880 -0.867 -2.966  0.18
H -1.368 2.184 0.005  0.40
H -0.459 3.217 2.362  0.13
H 2.292 -1.279 2.554  0.24
N -0.479 -0.059 -0.682  -0.17
N -0.822 1.761 0.648  -0.72
O 0.240 -1.237 -0.927  -0.40
S -1.341 2.004 2.270  0.17

The relative energy (zero: lowest compared OMol25 entry of this formula, charge and spin) is 7.693 eV. The charge is 0. The structure (SMILES) is C#C/C(=N\OC)NS. Its gap between HOMO and LUMO is 9.249 eV.


3.
DFT (ωB97M-V/def2-TZVPD) results for a cluster of 2 separate species, C2H8S in total in a non-equilibrium geometry.

Last column: natural (NBO) charge in e.
Positions of all 11 atoms, in Å:
C -3.070 -0.023 1.734  -0.86
H -3.700 0.165 2.615  0.22
H -2.708 0.824 1.142  0.22
H -2.204 -0.611 2.205  0.21
H -3.608 -0.742 1.126  0.21
C 2.117 -0.546 -1.114  -0.72
S 0.693 0.417 -0.419  -0.08
H 2.540 0.011 -1.980  0.23
H 1.837 -1.666 -1.472  0.23
H 2.788 -0.758 -0.347  0.21
H -0.315 -0.478 -0.310  0.13

The relative energy (zero: lowest compared OMol25 entry of this formula, charge and spin) is 0.588 eV. The charge is 0. The structure (SMILES) is CS.C. Its gap between HOMO and LUMO is 10.124 eV.


4.
DFT (ωB97M-V/def2-TZVPD) results for a structure of composition C32H38ClIrN3P2Se.

Last column: Löwdin charge in e.
Positions of all 78 atoms, in Å:
Ir -0.770 1.125 -0.201  0.34
C -3.438 -1.736 -0.377  -0.18
N -2.267 -1.710 -1.306  -0.48
P -1.061 -2.789 -0.523  1.04
C -1.897 -4.377 -0.889  -0.40
C -2.699 -4.615 -2.006  -0.11
C -3.298 -5.850 -2.192  -0.07
C -3.102 -6.865 -1.262  -0.08
C -2.312 -6.638 -0.147  -0.08
C -1.720 -5.395 0.042  -0.10
C 0.338 -2.848 -1.706  -0.37
C 1.405 -1.985 -1.453  -0.13
C 2.549 -2.025 -2.235  -0.08
C 2.658 -2.950 -3.263  -0.08
C 1.612 -3.828 -3.510  -0.08
C 0.462 -3.777 -2.737  -0.09
P -1.888 -0.106 -1.746  0.78
C -3.490 0.543 -2.273  -0.35
C -4.178 -0.057 -3.329  -0.07
C -5.397 0.453 -3.736  -0.06
C -5.936 1.564 -3.096  -0.07
C -5.261 2.157 -2.043  -0.06
C -4.037 1.645 -1.630  -0.11
C -0.929 -0.303 -3.278  -0.34
C 0.009 0.667 -3.627  -0.12
C 0.725 0.560 -4.809  -0.07
C 0.515 -0.522 -5.650  -0.07
C -0.408 -1.497 -5.304  -0.07
C -1.126 -1.390 -4.124  -0.10
H -3.704 -2.771 -0.178  0.07
H -4.295 -1.249 -0.834  0.08
H -3.206 -1.244 0.575  0.03
H -2.866 -3.819 -2.721  0.09
H -3.920 -6.024 -3.059  0.11
H -3.573 -7.828 -1.405  0.11
H -2.169 -7.421 0.586  0.11
H -1.116 -5.212 0.923  0.10
H 1.325 -1.266 -0.642  0.06
H 3.363 -1.338 -2.039  0.10
H 3.560 -2.999 -3.859  0.11
H 1.690 -4.555 -4.308  0.11
H -0.340 -4.475 -2.942  0.10
H -3.764 -0.924 -3.827  0.10
H -5.929 -0.014 -4.554  0.11
H -6.888 1.962 -3.421  0.11
H -5.683 3.016 -1.539  0.11
H -3.511 2.088 -0.796  0.06
H 0.184 1.510 -2.977  0.03
H 1.453 1.318 -5.069  0.11
H 1.074 -0.610 -6.572  0.11
H -0.566 -2.349 -5.953  0.11
H -1.824 -2.168 -3.845  0.08
Cl -1.230 3.508 -1.868  0.52
C -1.218 3.072 -0.130  -0.81
H -2.175 3.317 0.329  0.00
H -0.425 3.685 0.306  -0.03
C 4.332 1.567 2.896  -0.05
C 3.143 0.881 2.176  -0.14
N 2.317 1.879 1.525  -0.18
C 3.068 2.569 0.495  -0.13
C 4.296 3.284 1.116  -0.05
N 4.238 3.041 2.600  -0.10
C 2.958 3.602 3.160  -0.05
C 1.797 2.814 2.505  -0.16
H 5.304 1.229 2.541  0.13
H 4.297 1.458 3.979  0.13
H 2.526 0.329 2.884  0.12
H 3.501 0.176 1.428  0.13
H 2.413 3.285 -0.002  0.13
H 3.392 1.844 -0.250  0.13
H 4.288 4.362 0.966  0.13
H 5.247 2.887 0.764  0.13
H 5.025 3.512 3.040  0.19
H 2.945 4.665 2.922  0.13
H 3.001 3.485 4.242  0.13
H 1.095 3.492 2.022  0.11
H 1.239 2.251 3.252  0.11
Se -0.878 0.119 1.763  0.04

The relative energy (zero: lowest compared OMol25 entry of this formula, charge and spin) is 2.899 eV. The charge is +1. Its gap between HOMO and LUMO (spin up / spin down) is 6.414 / 6.413 eV.


5.
DFT (ωB97M-V/def2-TZVPD) results for the ion C6H11N2 with charge +1 in a non-equilibrium geometry.

Last column: natural (NBO) charge in e.
Positions of all 19 atoms, in Å:
C -1.185 0.960 -0.288  0.45
C 1.634 0.683 -0.171  0.35
C -1.600 2.131 -0.097  -0.54
C 0.177 -0.997 -1.043  -0.20
C -1.102 -0.543 -0.344  -0.37
C -1.392 -1.086 1.085  -0.59
N 1.413 -0.543 -0.440  -0.60
N 2.775 1.219 0.100  -0.79
H -2.464 2.528 0.269  0.29
H -0.840 2.881 -0.371  0.32
H 0.370 -2.135 -1.198  0.25
H 0.052 -0.570 -2.065  0.22
H -1.994 -0.804 -0.903  0.28
H -2.076 -0.383 1.627  0.23
H -0.470 -1.069 1.739  0.23
H -1.864 -2.018 0.952  0.24
H 2.293 -1.107 -0.373  0.39
H 2.732 2.108 0.703  0.44
H 3.666 0.546 0.138  0.38

The relative energy (zero: lowest compared OMol25 entry of this formula, charge and spin) is 5.644 eV. The charge is +1. Its gap between HOMO and LUMO (spin up / spin down) is 7.234 / 7.240 eV.


6.
DFT (ωB97M-V/def2-TZVPD) results for a structure of composition C3H8KN4O5 in a non-equilibrium geometry.

Last column: Löwdin charge in e.
Positions of all 21 atoms, in Å:
K 0.975 -0.635 -0.664  1.10
C 0.424 0.733 -2.671  -1.08
O 0.854 1.304 -1.654  -0.21
O 0.206 -0.494 -2.626  -0.14
O 0.221 1.397 -3.710  -0.06
C 1.021 -0.123 2.074  -0.75
O 0.411 -0.651 1.155  -0.18
N 0.680 -0.272 3.321  0.18
N 2.062 0.614 1.924  0.20
H -0.209 -0.689 3.557  0.13
H 1.175 0.326 3.967  0.11
H 2.443 0.701 0.993  0.12
H 2.507 1.078 2.703  0.12
C -1.999 -0.606 -0.795  -0.90
O -2.859 -0.979 -0.099  0.03
N -1.050 -1.357 -1.183  0.04
N -1.826 0.617 -1.106  0.21
H -0.519 -0.961 -1.945  -0.21
H -0.945 -2.289 -0.808  0.12
H -1.101 0.987 -1.703  0.08
H -2.468 1.299 -0.729  0.12

The charge is -1. Its gap between HOMO and LUMO is 4.785 eV.